1.
Formula: C10H20Cl12IN4O2
Source: the Open Molecules 2025 dataset
Level of theory: the ωB97M-V functional and the def2-TZVPD basis

Results
Net charge: +1
LUMO: -3.5257 eV
Energy: -6582.1731 Eh
Kohn-Sham gap: 8.99 eV

Atoms and positions in Å:
1 N -0.3943 4.2567 -0.7496
2 C -0.5491 3.0300 -0.2873
3 N -1.1472 2.7462 0.9133
4 C -0.8073 1.3066 1.1906
5 I -2.4677 0.1803 0.3814
6 C 0.4223 1.1453 0.3129
7 C 1.0706 -0.1963 0.0797
8 O 2.3505 -0.2227 0.7242
9 N 2.1965 -0.0670 2.1486
10 O 3.0135 0.6415 2.5714
11 N -0.1209 1.8999 -0.8682
12 H -0.3547 4.4027 -1.7480
13 H -0.2524 5.0554 -0.1495
14 H -0.7486 3.3369 1.6503
15 H -0.7176 1.0401 2.2305
16 H 1.1494 1.8385 0.7455
17 H 1.2982 -0.3225 -0.9715
18 H 0.4565 -1.0097 0.4458
19 H 0.4701 1.9899 -1.6857
20 C -0.8008 -3.7657 2.2061
21 Cl -2.4737 -3.2118 2.3106
22 Cl 0.3460 -2.4622 2.5816
23 H -0.6535 -4.5633 2.9250
24 H -0.6111 -4.1104 1.1969
25 C 3.1493 4.1706 -0.0108
26 Cl 2.5714 5.7889 0.4303
27 Cl 4.3464 4.2121 -1.2982
28 H 3.5825 3.7019 0.8657
29 H 2.3004 3.5980 -0.3660
30 C -3.3110 1.0143 -4.2157
31 Cl -2.5709 2.4826 -3.5428
32 Cl -2.8222 -0.4690 -3.3864
33 H -4.3855 1.1133 -4.1304
34 H -3.0175 0.9358 -5.2544
35 C -4.7847 -2.8241 -5.6192
36 Cl -6.1692 -3.8825 -5.8756
37 Cl -5.0878 -1.1812 -6.2121
38 H -4.5799 -2.7694 -4.5573
39 H -3.9338 -3.2268 -6.1546
40 C 6.0260 0.9483 0.3480
41 Cl 7.5466 0.6046 1.1716
42 Cl 5.9165 0.1440 -1.2227
43 H 5.2101 0.5971 0.9670
44 H 5.9547 2.0179 0.1871
45 C -1.4059 -6.0926 6.0080
46 Cl -1.4924 -4.4048 6.5178
47 Cl -0.2474 -6.3202 4.6867
48 H -1.0862 -6.6966 6.8477
49 H -2.3843 -6.4007 5.6617

Cartesian forces (eV/Å) of the 2 atoms listed first:
-0.117 -0.052 -0.582
-0.660 -0.255 0.202


2.
Formula: C10H20Cl6O2S
Source: the Open Molecules 2025 dataset
Level of theory: the ωB97M-V functional and the def2-TZVPD basis

Results
LUMO: 0.1442 eV
Energy: -3702.6800 Eh
Kohn-Sham gap: 10.24 eV
Relative energy (zero: lowest compared OMol25 entry of this formula, charge and spin): 2.945 eV

Atoms and positions in Å:
1 C -12.3093 -6.4406 2.0539
2 C -11.1438 -6.0782 2.9163
3 C -11.5869 -5.2366 4.0895
4 S -12.9116 -4.1858 3.4758
5 O -12.3899 -2.8289 3.1976
6 O -14.0385 -4.3431 4.3685
7 C -13.1347 -5.1353 1.9203
8 H -12.8232 -7.3470 2.3739
9 H -11.9550 -6.8097 1.0915
10 H -10.3189 -5.4868 2.5188
11 H -10.6332 -6.9024 3.4144
12 H -10.9130 -4.6168 4.6809
13 H -12.0658 -5.8690 4.8370
14 H -12.7266 -4.5884 1.0703
15 H -14.1827 -5.4227 1.8360
16 Cl -10.5914 -5.8788 -0.1491
17 C -10.5845 -7.6839 -0.1364
18 C -11.8774 -8.1907 -0.6877
19 Cl -12.9009 -8.8005 0.6528
20 H -10.3966 -8.1097 0.8492
21 H -9.7085 -7.9300 -0.7366
22 H -11.8153 -8.9654 -1.4520
23 H -12.5476 -7.4487 -1.1218
24 Cl -8.4494 -9.9467 -4.4144
25 C -9.1738 -9.6935 -2.8092
26 C -9.8891 -10.9700 -2.4500
27 Cl -11.0075 -10.4758 -1.2062
28 H -9.9526 -8.9324 -2.8566
29 H -8.5025 -9.3548 -2.0200
30 H -9.2506 -11.7868 -2.1133
31 H -10.4206 -11.3875 -3.3051
32 Cl -8.9212 -8.3228 3.2724
33 C -10.5340 -9.0231 2.8333
34 C -10.3378 -10.3639 1.9687
35 Cl -9.9980 -11.8120 2.9341
36 H -11.0105 -8.2466 2.2348
37 H -11.1014 -9.2026 3.7465
38 H -9.4804 -10.0746 1.3611
39 H -11.1559 -10.6600 1.3120

Cartesian forces (eV/Å) of the 2 atoms listed first:
0.005 0.666 0.141
2.050 0.656 2.309


3.
Formula: C10H20F6HgN2O10S4
Source: the Open Molecules 2025 dataset
Level of theory: the ωB97M-V functional and the def2-TZVPD basis

Results
LUMO: -6.1071 eV
Energy: -3599.8535 Eh
Kohn-Sham gap: 2.97 eV

Atoms and positions in Å:
1 Hg -0.7469 5.6209 -25.3338
2 O -5.9422 5.8275 -26.4233
3 C -4.6525 5.9041 -26.1891
4 O -4.2103 5.5523 -25.1297
5 O -3.8656 6.2909 -27.0401
6 H -5.7830 6.2575 -27.2668
7 C 0.5004 1.9048 -21.5814
8 F 1.5284 1.2078 -21.9868
9 F -0.4516 1.8069 -22.4815
10 F 0.1408 1.5648 -20.3525
11 S 1.0963 3.8481 -21.5626
12 O -0.2486 4.4659 -21.4170
13 O 2.1135 4.0316 -20.5281
14 N 1.6928 4.2350 -23.2509
15 S 3.2843 4.0020 -23.0289
16 O 3.9274 5.0802 -22.1855
17 O 3.5760 2.5994 -22.8131
18 C 3.9253 4.3272 -24.8547
19 F 5.1723 3.8016 -24.9007
20 F 3.2348 3.6195 -25.7268
21 F 3.8938 5.6964 -25.0802
22 C 1.3302 7.9950 -31.0469
23 S 1.5163 8.5873 -29.3195
24 O 1.2042 7.4466 -28.3075
25 C 3.3756 9.1295 -29.2658
26 H 1.1952 8.7429 -31.8283
27 H 0.5295 7.2628 -31.1508
28 H 2.1342 7.2616 -31.1092
29 H 3.5368 9.6721 -28.3343
30 H 3.5767 9.8868 -30.0235
31 H 4.1982 8.4161 -29.3144
32 C -1.6474 -0.0838 -28.8650
33 S -1.8331 0.4275 -27.0321
34 O -1.4542 1.9707 -26.9784
35 C -3.6411 0.1543 -26.8707
36 H -1.6667 -1.1732 -28.8932
37 H -0.7592 0.4243 -29.2407
38 H -2.5372 0.2613 -29.3917
39 H -4.2252 0.8968 -27.4145
40 H -4.1467 0.3058 -25.9170
41 H -3.7982 -0.8364 -27.2971
42 C 0.2715 10.2564 -23.1834
43 O 0.1127 9.1480 -23.7593
44 N 1.4876 10.7190 -22.6871
45 C 1.6273 11.6736 -21.6328
46 C 2.5651 9.8155 -22.7093
47 H -0.5546 10.9192 -22.8826
48 H 1.5340 11.1896 -20.6605
49 H 0.9329 12.5027 -21.7682
50 H 2.6147 12.1286 -21.7107
51 H 2.4828 9.0719 -21.9166
52 H 2.5208 9.2409 -23.6345
53 H 3.5335 10.3052 -22.8123

Cartesian forces (eV/Å) of the 2 atoms listed first:
-0.271 -0.139 0.529
-0.264 0.294 -0.243


4.
Formula: C10H20MnN2OP
Source: the Open Molecules 2025 dataset
Level of theory: the ωB97M-V functional and the def2-TZVPD basis

Results
Net charge: -1
LUMO (alpha / beta): 3.0086 / 2.8147 eV
Multiplicity: 6
Energy: -2069.9739 Eh
Kohn-Sham gap (alpha / beta): 2.36 / 5.09 eV
⟨S²⟩: 8.8526

Atoms and positions in Å:
1 C 1.1857 0.1074 -3.0566
2 C 0.0705 0.3669 -3.9559
3 C -0.8468 -0.7489 -3.8533
4 C -0.2902 -1.6864 -2.8928
5 C 0.9645 -1.1445 -2.4265
6 Mn -0.6773 0.2129 -1.9999
7 P -0.2734 2.4866 -1.3943
8 H 2.0547 0.7454 -2.8971
9 H -0.0116 1.2118 -4.6403
10 H -1.7768 -0.8761 -4.4037
11 H 1.6634 -1.6558 -1.7762
12 H -0.6793 -2.6798 -2.6479
13 H -1.1989 3.0642 -0.4841
14 H -0.1789 3.5710 -2.3150
15 H 0.9314 2.7103 -0.6666
16 C -2.5337 -0.6542 1.3720
17 N -1.2358 -0.4771 2.0119
18 C -1.2222 -0.5524 3.4606
19 C -0.1820 -0.2668 1.1906
20 O -0.4433 -0.1890 -0.0495
21 N 1.1032 -0.1407 1.6075
22 C 1.5300 0.0260 2.9852
23 C 2.1426 0.0256 0.6086
24 H -3.2558 -0.9209 2.1521
25 H -2.4951 -1.4628 0.6246
26 H -2.8679 0.2736 0.8771
27 H -0.5623 -1.3601 3.8065
28 H -0.9352 0.4072 3.9157
29 H -2.2442 -0.7856 3.7718
30 H 1.3657 -0.8926 3.5670
31 H 2.6047 0.2234 2.9703
32 H 1.0314 0.8793 3.4679
33 H 1.9934 -0.6697 -0.2194
34 H 2.1680 1.0520 0.2032
35 H 3.1012 -0.2001 1.0867

Cartesian forces (eV/Å) of the 2 atoms listed first:
0.082 0.145 -0.679
0.462 -0.473 -0.660


5.
Formula: C10H20N2
Source: the Open Molecules 2025 dataset
Level of theory: the ωB97M-V functional and the def2-TZVPD basis

Results
Net charge: +2
LUMO (alpha / beta): -8.2255 / -12.3686 eV
Multiplicity: 3
Energy: -501.6699 Eh
Kohn-Sham gap (alpha / beta): 7.73 / 5.95 eV
⟨S²⟩: 2.0063

Atoms and positions in Å:
1 C -1.4546 -1.8481 1.5550
2 C -2.2294 -0.8259 1.0858
3 C -0.2719 -0.6223 0.1205
4 C 1.6627 1.7486 1.3498
5 C 1.8447 -1.4198 -1.0159
6 C 0.8690 0.8597 -1.4822
7 C -1.9853 -0.4789 -1.4207
8 C -1.8024 1.3187 0.2752
9 C 1.9281 0.3654 0.7968
10 C 1.0542 -0.1867 -0.4077
11 N -0.2444 -1.6931 0.8764
12 N -1.6260 -0.1309 0.0330
13 H -1.5707 -2.5493 2.4031
14 H -3.3047 -0.7575 1.3734
15 H 2.5804 2.1898 1.8651
16 H 0.9464 1.9412 2.1896
17 H 1.3273 2.5508 0.6895
18 H 1.1641 -2.3109 -0.9878
19 H 1.9944 -1.1218 -2.0256
20 H 2.8108 -1.5546 -0.5167
21 H 1.8211 1.2977 -1.7451
22 H 0.3778 1.7291 -1.1549
23 H 0.4149 0.4718 -2.4457
24 H -1.5652 -1.3612 -1.7430
25 H -3.0957 -0.6387 -1.5559
26 H -1.6879 0.3312 -1.9577
27 H -1.3743 1.5999 1.2648
28 H -1.1912 1.7585 -0.5873
29 H -2.7946 1.7033 0.0859
30 H 1.9678 -0.4409 1.5508
31 H 2.8963 0.4261 0.5713
32 H 0.5385 -2.3511 0.9602

Cartesian forces (eV/Å) of the 2 atoms listed first:
5.524 -2.029 0.032
-4.568 0.014 0.798


6.
Formula: C10H20N2O4
Source: the Open Molecules 2025 dataset
Level of theory: the ωB97M-V functional and the def2-TZVPD basis

Results
LUMO: 0.0685 eV
Energy: -802.9267 Eh
Kohn-Sham gap: 9.50 eV
Relative energy (zero: lowest compared OMol25 entry of this formula, charge and spin): 17.675 eV

Atoms and positions in Å:
1 C -0.8778 0.1891 0.1667
2 C 0.5877 -0.5030 -0.1350
3 C -2.2603 -0.2684 -0.5418
4 C -3.5490 -0.5154 0.3578
5 C -4.6137 -1.6198 0.0192
6 C -4.4122 0.7018 0.6277
7 C 2.9406 -0.3651 -0.4408
8 C 3.3605 -1.5589 0.3093
9 C 3.9968 0.7233 -0.1020
10 C 3.6071 2.1051 -0.8464
11 H -1.8818 2.1010 0.5902
12 H -0.8314 1.7193 -1.0137
13 H -0.8771 -0.1135 1.2231
14 H -1.8783 -1.1767 -1.1040
15 H -2.7722 0.5293 -1.2527
16 H -3.0531 -0.9657 1.2760
17 H -5.2111 -2.2880 1.2645
18 H -5.8188 -1.0748 -0.8615
19 H -3.8559 -2.5860 -0.8710
20 H -3.2656 1.5086 0.1324
21 H -4.9299 0.5234 2.0691
22 H -5.7243 0.9163 -0.2502
23 H 1.8527 1.2522 0.5701
24 H 2.5265 -0.6128 -1.4352
25 H 5.1293 0.5810 -0.5583
26 H 4.2721 0.2370 1.9123
27 H 3.6053 1.5902 -1.8695
28 H 2.5715 2.3175 -0.5929
29 H 4.2878 2.9415 -0.8933
30 H 4.0069 -3.4511 0.1634
31 N -0.8636 1.6843 0.2000
32 N 1.7088 0.1525 0.2846
33 O 0.7617 -1.6604 -0.6164
34 O 3.6619 -1.4956 1.4959
35 O 3.8715 1.0470 1.2250
36 O 3.9275 -2.5655 -0.5030

Cartesian forces (eV/Å) of the 2 atoms listed first:
-1.031 0.284 1.675
-0.637 -1.090 -1.046